(1)
Computed, not measured: a 3-piece molecular cluster, C27H50BNO13PS overall in a non-equilibrium geometry, with the ωB97M-V functional and the def2-TZVPD basis.

Computed properties:
frontier orbital gap: 7.96 eV
total charge: +1
E_tot: -77709.6392 eV

Cartesian coordinates (Å):
C: -3.1613 0.5692 -2.9641
H: 8.1998 6.8276 -0.6261
O: 0.1447 -7.0175 3.8504
S: -2.5860 3.2226 0.8363
C: 0.4058 3.7750 0.2135
H: 0.1313 -4.9428 3.8734
H: -8.1365 0.4775 -2.7477
C: -1.7685 -5.6749 3.2129
C: -1.3080 2.2188 -2.6266
H: 5.4814 2.4445 -2.2505
H: 1.9040 -6.0908 3.2455
C: -0.5296 -5.7940 4.0737
C: -6.1780 -0.2186 -3.1402
H: -4.7292 1.6061 -0.1834
H: -0.7579 -6.0896 0.0876
O: 4.7586 4.0765 -1.1878
C: -7.1196 0.8164 -2.5977
H: 1.2715 4.0357 -0.3955
H: -6.8794 0.9671 -1.5503
C: -5.3877 -0.1702 0.8176
H: -3.4860 -0.3665 -2.5112
H: 4.4787 4.1362 -3.2488
H: -2.5050 0.2951 -3.7925
H: -3.2496 2.3259 -1.7582
O: -0.6748 3.1673 -1.7880
C: -3.4229 -9.0046 2.1055
B: 0.9983 3.3815 1.6512
H: 0.5422 1.8721 -0.6508
H: 6.6798 5.3139 -1.9534
H: 3.0428 3.6856 -2.2741
C: 3.9443 4.3151 -2.3105
C: -0.9895 -6.5275 1.0617
O: -1.5105 -5.4459 1.8298
H: 3.6422 5.3613 -2.2843
O: 0.1769 3.3145 2.7652
O: -2.1315 -8.4475 1.9878
C: -4.4498 0.6225 0.1641
C: -5.0294 -1.4376 1.2674
H: -1.7960 -1.4820 0.2766
C: -3.1551 0.1656 -0.0105
C: -2.7994 -1.1008 0.4345
H: -6.3809 0.2173 0.9640
H: -5.7601 -2.0602 1.7568
H: 8.3808 5.2669 -2.3845
C: 6.8285 2.9165 -0.6587
C: 7.6657 5.0059 -1.6017
H: 1.2234 1.4213 -2.8209
P: -0.0377 1.0258 -3.3017
H: -0.8340 -5.7595 5.1282
C: -3.7406 -1.9077 1.0600
H: 8.3966 4.9717 2.0709
H: -1.6614 2.7522 -3.5049
H: -3.4573 -2.8988 1.3758
H: -2.9169 -7.2567 0.4830
H: 1.9097 -6.7508 4.9096
O: 2.3427 3.1279 1.7706
C: 7.5954 5.7096 1.9552
H: -0.0507 -6.8910 1.4797
N: -2.1125 0.9443 -0.6970
H: 4.8517 2.1128 -0.6161
C: -1.4396 1.9838 0.1984
C: -2.5233 1.5557 -1.9981
H: -2.3070 -4.7830 3.5469
O: 7.7567 3.5924 -1.4872
H: -0.2264 4.6557 0.2264
C: 1.5515 -6.9068 3.8866
C: -0.2434 2.6363 -0.5426
H: -0.3372 -0.2308 -2.6977
C: 8.0657 5.7713 -0.3602
O: -0.1517 0.9244 -4.7671
H: -1.0562 1.4508 1.0598
H: 6.8238 3.3244 0.3533
H: -3.5755 -9.8090 1.3785
H: -6.9881 1.7530 -3.1281
H: 1.9640 -7.8415 3.5112
O: -5.2478 0.2491 -4.0857
O: -6.1973 -1.3580 -2.8551
C: -1.9571 -7.6651 0.8213
H: 7.9742 6.7036 2.2155
H: 9.0180 5.3777 0.0112
H: -2.4400 -6.5216 3.3551
O: -4.5242 2.3530 -3.7646
H: -4.1979 -8.2407 1.9739
H: -1.3767 0.2653 -0.9165
H: 7.2096 1.8944 -0.5913
C: -4.3705 1.1877 -3.6173
H: 6.7900 5.4500 2.6410
H: -3.5132 -9.4158 3.1092
O: 7.0671 5.6900 0.6468
C: 5.4281 2.8242 -1.2244
H: -1.5502 -8.3094 0.0310
H: -2.7227 3.9716 -0.2696
H: 0.1370 2.4146 3.1100
H: 2.8566 3.9223 1.9586

Charges in e, computed with Löwdin, in the same order as the atoms: -0.014 0.130 -0.195 0.948 -0.028 0.122 0.106 -0.183 -0.333 0.126 0.086 -0.204 -0.477 0.099 0.125 -0.202 0.048 0.114 0.077 -0.035 0.141 0.093 0.129 0.132 -0.092 -0.107 -0.616 0.148 0.118 0.068 -0.114 -0.180 -0.145 0.093 0.145 -0.197 -0.050 -0.033 0.128 -0.230 0.001 0.117 0.119 0.131 -0.185 -0.178 0.035 0.772 0.130 -0.031 0.088 0.156 0.113 0.124 0.090 0.164 -0.113 0.119 -0.009 0.123 -0.451 -0.241 0.120 -0.118 0.113 -0.108 -0.378 0.034 -0.198 -0.387 0.127 0.120 0.091 0.088 0.091 0.100 0.185 -0.204 0.090 0.127 0.120 0.195 0.086 0.145 0.130 -0.450 0.084 0.090 -0.204 -0.197 0.131 -0.074 0.113 0.126

***

(2)
Computed, not measured: C27H50BrCaCl8FN2O10S as an isolated structure in a non-equilibrium geometry, with the ωB97M-V functional and the def2-TZVPD basis.

Computed properties:
ΔE to the lowest compared entry with this formula, charge and spin: 5.9899 eV
frontier orbital gap: 1.34 eV
total charge: 0
E_tot: -254455.7392 eV

Cartesian coordinates (Å):
O: 1.3192 -1.9047 -1.2882
H: 0.5238 7.5884 7.6131
H: -4.2752 2.8513 -2.9890
H: 8.2011 -2.7377 2.5901
H: -1.3184 -2.5314 -1.6464
H: 2.0949 0.1246 -1.5740
H: -5.6527 5.1782 -3.1725
H: 3.0548 -3.6208 -2.8109
H: -0.1310 1.7638 3.6684
C: -0.3984 6.7140 5.8704
Cl: 4.8548 0.8345 -0.7941
H: -4.3903 3.6477 -4.5699
H: -6.9336 4.6681 -5.1576
C: -1.4687 0.9660 6.0710
C: -0.9492 -1.1360 -7.5708
Cl: 1.7609 -4.0397 1.1211
C: 1.5623 -5.3729 2.2712
O: -2.0861 -1.9340 -7.2971
Cl: 4.7969 3.7060 -0.3287
Ca: 4.0932 -2.3838 -1.1757
C: 2.8947 -2.5426 -3.2816
C: -7.1045 4.0020 -4.3049
H: 1.2100 1.6305 5.7146
H: 0.0941 -0.1419 7.0199
H: 1.2252 -0.9548 -3.2563
H: 3.1035 -1.1036 -0.4014
C: 1.0947 5.5269 7.3521
H: -1.7752 -3.9275 -2.8277
H: 3.5021 -3.4198 -5.1433
H: 3.3937 -1.7427 -5.1380
H: 0.6448 -4.1556 -2.6872
H: -3.2068 -2.1621 -3.7138
N: 2.9095 -2.6160 -4.8228
C: -6.0143 4.1511 -3.2664
C: 0.9590 4.3937 6.5580
O: -7.0395 2.6519 -4.7848
H: -1.1170 -0.1217 -7.2005
C: 6.8805 -1.5687 1.3867
H: 1.4963 -1.7237 3.8083
O: -3.3125 -5.0030 -2.5894
H: -0.7198 -0.6389 3.2912
H: 3.7183 -1.7881 -2.9310
O: -4.7609 -6.4813 -3.7399
H: 1.7903 0.0312 5.3046
H: 8.0660 -1.0515 3.0855
C: 2.0519 -0.7353 -0.7756
F: 1.6147 3.2736 6.8899
N: 5.9253 -1.4530 0.7326
H: -0.0076 0.1317 1.8875
H: 1.7254 5.4916 8.2342
H: 1.5472 1.4249 3.3043
C: -4.9708 3.1843 -3.7635
O: -2.6891 -7.2656 -2.9038
C: 0.6420 0.9887 3.7460
C: 0.9196 0.6926 5.2244
O: -1.6058 0.4191 -1.9055
C: 1.2738 -1.3019 2.8242
Br: -3.4068 1.1229 4.7633
H: -0.0822 -1.5673 -7.0648
H: -0.7672 -1.1167 -8.6482
O: -0.6064 0.5358 -4.4006
H: -6.0753 1.3344 -3.5401
C: -0.5338 5.5689 5.0816
H: -0.5203 -0.8970 5.5622
H: 2.2021 -0.9089 2.3976
H: -0.8440 -0.0446 -1.4490
H: 8.9972 -1.4767 1.6505
H: -1.1724 5.5853 4.2019
C: 0.3264 -3.1527 -3.2514
Cl: -0.1121 -5.9524 2.2688
C: -1.2315 -2.8653 -2.7889
C: 0.1532 4.4044 5.4247
H: -6.3844 3.8264 -2.2866
H: -1.7487 -2.1202 -4.9191
C: -2.0676 -1.8842 -3.8061
C: 1.3995 -2.0064 -2.7570
H: -8.1004 4.2019 -3.9000
H: 0.4229 -3.3943 -4.3985
C: 0.4168 6.6947 7.0031
Cl: 2.0432 -4.8665 3.8997
O: -4.4389 -6.7169 -1.4060
C: 8.0893 -1.7151 2.2146
C: 5.7996 2.2364 -0.2317
H: -2.8388 -1.5270 -7.7587
H: 1.4348 -0.3012 0.1450
H: -5.3281 1.5321 -5.1409
H: -2.2523 0.4854 6.6650
Cl: 7.2413 2.4322 -1.2601
H: -0.9308 7.6234 5.5999
C: -5.8188 2.0607 -4.3185
C: -0.2431 0.0680 5.9982
H: 0.9270 -2.1195 2.1845
H: 0.0668 3.5080 4.8195
H: -1.2241 1.9221 6.5441
Cl: 6.3056 1.9730 1.4564
C: 0.2114 -0.2158 2.9052
H: -1.8824 1.1669 5.0785
H: 2.2118 -6.1953 1.9605
O: -3.0703 0.6993 -4.0611
S: -1.7848 -0.0478 -3.5349
Cl: -3.8004 -6.3667 -2.6597

Löwdin atomic charge list, values in e, 99 entries: -0.273 0.105 0.105 0.095 0.136 0.131 0.112 0.098 0.092 -0.094 0.496 0.119 0.114 -0.377 -0.166 0.533 -1.497 -0.136 0.550 1.130 -0.325 -0.214 0.080 0.111 0.152 -0.067 -0.018 0.100 0.094 0.093 0.140 0.148 0.018 -0.187 -0.283 -0.139 0.075 -0.222 0.061 -0.424 0.107 -0.004 -0.371 0.103 0.095 -0.163 0.049 0.056 0.091 0.115 0.110 -0.195 -0.390 -0.219 -0.217 -0.211 -0.156 0.362 0.072 0.075 -0.406 0.121 -0.068 0.105 0.063 0.072 0.096 0.110 -0.112 0.575 -0.186 -0.011 0.117 0.116 -0.187 -0.288 0.115 0.135 -0.084 0.540 -0.374 -0.036 -1.980 0.094 0.134 0.108 0.031 0.531 0.102 -0.218 -0.231 -0.013 0.090 0.086 0.528 -0.254 -0.312 0.021 -0.369

***

(3)
Computed, not measured: a 12-piece molecular cluster, C27H50Cl10F2O5S5 overall in a non-equilibrium geometry, with the ωB97M-V functional and the def2-TZVPD basis.

Computed properties:
ΔE to the lowest compared entry with this formula, charge and spin: 0.2614 eV
frontier orbital gap: 8.43 eV
total charge: 0
E_tot: -223877.4499 eV

Cartesian coordinates (Å):
C: -22.3899 -4.6044 1.1086
C: -21.0081 -4.5737 -2.7273
C: -20.0981 -13.7493 -2.2251
C: -19.8023 -8.1031 -0.3204
S: -20.0066 -5.2713 4.2359
H: -20.9910 -7.9595 1.4583
H: -25.2379 -12.4317 -2.6467
C: -21.8885 -2.0349 -3.3070
H: -27.0594 -6.8752 -1.0467
H: -17.8610 -6.4696 3.8123
H: -24.5956 -11.0335 -1.8404
O: -16.8699 -5.2243 -1.8723
H: -25.9711 -6.6885 0.3211
H: -18.6624 -7.1424 5.1957
H: -20.2544 -14.2208 -3.1953
H: -23.7893 -3.0590 -3.8238
C: -17.7923 -4.8790 0.6957
H: -17.0896 -8.3077 -4.1971
H: -26.4431 -9.0806 0.9687
H: -18.6830 -5.4822 0.5199
H: -15.2893 -9.3048 2.7659
H: -18.8313 -8.1909 0.1442
H: -17.5933 -6.5390 -4.2945
C: -20.6245 -2.1724 -2.7586
H: -23.9362 -10.1492 -5.6065
C: -22.2966 -4.3766 -3.2158
H: -20.8624 -12.5531 0.4826
C: -17.1711 -7.4055 -4.8034
H: -21.7293 -8.6757 4.0161
H: -23.2910 -9.6742 -4.1330
Cl: -18.2144 -7.6505 -6.2214
C: -23.9334 -10.4456 -4.5576
C: -22.7616 -3.1131 -3.4961
H: -20.6506 -14.3340 -1.4897
Cl: -16.1385 -11.9924 -5.3674
C: -17.8096 -11.6141 -5.0360
H: -27.7513 -9.5454 -0.1405
H: -21.0051 -6.3558 6.1980
H: -21.0465 -8.4860 -3.4400
S: -28.2194 -7.3811 1.0171
C: -18.4311 -6.1990 4.7011
S: -25.6644 -10.2519 -3.8750
Cl: -15.1275 -6.9302 2.7602
C: -21.0236 -8.2906 -2.3781
C: -20.1665 -3.4725 -2.5347
H: -20.5963 -5.5661 -2.6177
S: -21.0694 -12.1607 -1.9626
H: -15.7064 -3.2058 0.1027
H: -22.1962 -1.0364 -3.5804
O: -25.8455 -8.7814 -3.4182
H: -14.5201 -4.4724 0.6962
C: -15.6798 -8.5105 2.1297
H: -20.9713 -10.8802 0.1020
O: -22.5600 -12.4963 -2.0006
H: -27.0347 -5.3951 -0.0803
H: -22.2623 -5.3911 0.3649
C: -25.4340 -11.3785 -2.4455
H: -18.8402 -8.2678 -2.2189
H: -19.9757 -1.3158 -2.6505
C: -19.7707 -8.1915 -1.6761
C: -27.5238 -9.1009 0.8284
H: -18.0523 -3.8452 0.4682
C: -22.2405 -8.1041 -1.7319
H: -18.4473 -12.4980 -5.0485
H: -19.0376 -13.6380 -1.9992
Cl: -20.1233 -9.6708 5.4445
F: -23.4473 -8.0620 0.3379
H: -23.4587 -11.4184 -4.4299
H: -17.8019 -5.5931 5.3531
C: -20.6624 -5.3400 6.0008
H: -19.1247 -3.6470 -2.3099
H: -27.9443 -9.7027 1.6341
H: -14.4794 -4.0564 -0.9212
Cl: -15.5675 -7.0163 -5.4640
H: -20.0803 -8.4160 3.4580
S: -16.4265 -5.4785 -0.4167
C: -20.9960 -8.0350 0.3810
Cl: -23.6345 -3.4858 0.5055
C: -22.2267 -8.0935 -0.3473
C: -15.1895 -4.1440 -0.0989
H: -17.4136 -4.9470 1.7155
H: -18.1143 -10.8992 -5.8003
Cl: -21.0291 -10.4703 2.7670
C: -26.9813 -6.4828 -0.0328
H: -21.4968 -4.6553 6.1528
F: -23.0881 -5.4649 -3.3416
H: -19.4195 -11.6961 -0.1264
C: -20.4994 -11.8070 -0.2243
Cl: -17.9138 -10.7997 -3.4867
O: -27.8706 -7.1699 2.5196
Cl: -17.3485 -8.7479 2.3689
H: -26.3225 -11.2934 -1.8199
Cl: -20.8107 -3.6103 1.1724
H: -15.4759 -8.5742 1.0609
H: -19.8714 -5.1045 6.7128
H: -22.5999 -4.9379 2.1248
H: -23.2158 -8.0938 -2.1958
O: -20.9290 -6.1941 3.5006
C: -20.7611 -9.1568 3.8775

Charges in e, computed with Löwdin, in the same order as the atoms: -0.890 -0.008 -0.239 -0.125 0.839 0.070 0.054 -0.086 0.043 -0.037 0.031 -0.596 0.034 0.021 0.046 0.117 -0.277 -0.029 0.044 0.015 0.027 0.057 0.013 -0.090 0.038 -0.287 0.046 -1.012 0.035 0.026 0.480 -0.238 -0.018 0.038 0.534 -1.029 0.036 0.046 0.103 0.855 -0.255 0.850 0.525 -0.065 -0.082 0.094 0.801 0.052 0.100 -0.590 0.027 -1.011 -0.016 -0.574 0.046 0.005 -0.275 0.072 0.100 -0.093 -0.247 0.027 -0.022 0.032 0.042 0.534 0.016 0.040 0.054 -0.225 0.086 0.045 0.053 0.491 -0.032 0.812 -0.030 0.508 -0.216 -0.243 0.028 0.013 0.607 -0.253 0.047 0.054 0.057 -0.268 0.542 -0.612 0.618 0.033 0.473 0.035 0.044 0.014 0.109 -0.595 -1.075

***

These records have highest occupied orbital energy values of -0.397; -0.186; -0.311 Eh, in the order they appear.